Record 1
{"formula": "C15H16N2O9S", "method": "ωB97M-V/def2-TZVPD", "gap_ev": 8.79, "e_tot_ha": -1765.96274, "smiles": "N#CON1C(=O)c2cccc(S)c2C1=O.COC(=O)OC.COC(=O)OC", "total_charge": 0, "symbols": ["N", "C", "O", "N", "C", "O", "C", "C", "C", "C", "C", "S", "C", "C", "O", "H", "H", "H", "H", "C", "O", "C", "O", "O", "C", "H", "H", "H", "H", "H", "H", "C", "O", "C", "O", "O", "C", "H", "H", "H", "H", "H", "H"], "coordinates": [[6.421, 2.791, 1.281], [6.521, 3.411, 0.316], [6.709, 4.205, -0.704], [5.503, 4.834, -1.136], [4.855, 4.087, -2.187], [5.322, 3.915, -3.268], [3.525, 3.679, -1.660], [2.604, 2.816, -2.222], [1.436, 2.589, -1.505], [1.210, 3.242, -0.301], [2.130, 4.126, 0.253], [1.815, 4.931, 1.810], [3.318, 4.324, -0.447], [4.520, 5.161, -0.130], [4.652, 5.987, 0.712], [2.818, 2.326, -3.160], [0.710, 1.894, -1.899], [0.297, 3.056, 0.245], [1.400, 6.118, 1.339], [-2.060, -0.941, 0.694], [-0.768, -0.675, 0.134], [0.041, -1.733, 0.100], [-0.230, -2.839, 0.490], [1.198, -1.357, -0.440], [2.172, -2.399, -0.541], [-2.607, -0.003, 0.661], [-2.590, -1.688, 0.106], [-1.971, -1.271, 1.727], [1.808, -3.204, -1.177], [2.426, -2.784, 0.445], [3.053, -1.952, -0.992], [-7.796, -3.963, 1.041], [-6.461, -3.464, 1.149], [-5.517, -4.388, 0.964], [-5.706, -5.550, 0.724], [-4.330, -3.797, 1.091], [-3.209, -4.673, 0.915], [-8.454, -3.116, 1.211], [-7.975, -4.368, 0.046], [-7.983, -4.725, 1.794], [-3.211, -5.102, -0.085], [-3.217, -5.464, 1.663], [-2.317, -4.068, 1.043]], "forces_ev_per_angstrom": [[-0.10, -0.22, -0.12], [0.12, 0.28, 0.15], [0.19, 0.28, 0.01], [-0.14, 0.24, -0.42], [-0.29, -0.42, -0.01], [0.27, -0.27, -0.01], [0.30, 0.31, 0.01], [-0.02, 0.11, 0.13], [0.33, -0.04, -0.35], [-0.12, -0.01, 0.34], [0.19, 0.51, -0.18], [-0.19, -0.21, 0.26], [-0.19, -0.10, -0.17], [-0.66, -0.34, 0.27], [0.46, -0.01, 0.22], [-0.06, -0.02, -0.08], [-0.15, -0.05, 0.10], [-0.07, -0.02, 0.02], [0.13, -0.08, -0.16], [-0.18, 0.06, 0.05], [0.00, 0.03, -0.01], [-0.03, 0.13, -0.01], [0.00, -0.09, 0.01], [0.02, 0.06, -0.04], [0.21, -0.07, -0.05], [0.09, 0.05, -0.05], [0.04, -0.06, 0.04], [0.02, -0.08, -0.03], [-0.06, -0.03, 0.08], [-0.08, -0.05, 0.00], [-0.06, 0.10, 0.00], [-0.21, 0.04, 0.01], [0.00, 0.04, 0.00], [0.03, 0.07, 0.01], [-0.01, -0.04, -0.01], [0.03, 0.06, 0.00], [0.30, -0.05, 0.02], [0.10, 0.07, 0.01], [0.04, -0.08, 0.03], [0.04, -0.07, -0.06], [-0.09, -0.07, 0.03], [-0.11, -0.05, -0.06], [-0.06, 0.12, 0.00]]}

=====

Record 2
{"formula": "C4H7FN2", "method": "ωB97M-V/def2-TZVPD", "gap_ev": 9.76, "e_tot_ha": -365.93528, "smiles": "[H]/N=C/NC(=C)CF", "total_charge": 0, "symbols": ["H", "N", "C", "N", "C", "C", "C", "F", "H", "H", "H", "H", "H", "H"], "coordinates": [[3.679, 0.289, 0.159], [2.975, -0.501, 0.047], [1.801, 0.053, -0.032], [0.614, -0.608, -0.202], [-0.649, 0.083, -0.011], [-0.841, 1.396, 0.000], [-1.755, -0.899, 0.095], [-2.959, -0.270, -0.055], [1.802, 1.168, 0.191], [0.628, -1.655, -0.211], [-1.813, 1.865, 0.139], [0.020, 2.134, -0.322], [-1.905, -1.562, 0.986], [-1.598, -1.493, -0.784]], "forces_ev_per_angstrom": [[-1.15, -1.48, -0.07], [-0.66, 1.33, -0.46], [2.54, 1.03, 1.19], [-0.84, 0.14, 0.20], [1.39, -0.58, 0.66], [1.95, 1.85, -1.15], [-0.67, -0.47, 0.37], [-0.76, 0.41, -0.08], [-0.96, -1.44, -0.65], [0.06, 1.61, 0.04], [0.24, -0.47, 0.02], [-1.87, -1.65, 0.92], [0.93, 0.67, -0.49], [-0.19, -0.96, -0.50]]}

=====

Record 3
{"formula": "C25H32BF4N2O2PPtSi", "method": "ωB97M-V/def2-TZVPD", "multiplicity": 5, "gap_ev": [7.40, 6.23], "e_tot_ha": -2406.41300, "s2": 6.05, "total_charge": 0, "symbols": ["Pt", "C", "C", "O", "C", "C", "C", "N", "N", "C", "O", "C", "C", "C", "C", "C", "C", "H", "H", "H", "H", "H", "H", "H", "H", "H", "H", "H", "H", "F", "B", "F", "F", "F", "C", "P", "C", "C", "C", "C", "C", "C", "C", "H", "H", "H", "H", "H", "H", "H", "H", "H", "H", "H", "C", "Si", "C", "C", "C", "C", "H", "H", "H", "H", "H", "H", "H", "H", "H"], "coordinates": [[0.431, 0.516, 0.653], [2.147, 1.287, 4.669], [2.150, 0.892, 3.223], [1.104, 0.393, 2.765], [3.358, 1.116, 2.492], [3.582, 1.025, 1.142], [4.931, 1.375, 0.598], [2.604, 0.668, 0.259], [2.996, 0.658, -0.997], [1.992, 0.461, -1.875], [0.784, 0.327, -1.560], [2.378, 0.356, -3.301], [3.703, 0.516, -3.702], [4.035, 0.409, -5.042], [3.052, 0.141, -5.985], [1.730, -0.014, -5.588], [1.393, 0.094, -4.250], [1.272, 0.882, 5.169], [2.108, 2.378, 4.708], [3.060, 0.963, 5.169], [4.188, 1.478, 3.083], [5.614, 1.608, 1.410], [4.828, 2.245, -0.051], [5.330, 0.556, 0.000], [4.456, 0.734, -2.958], [5.063, 0.540, -5.354], [3.314, 0.061, -7.032], [0.962, -0.213, -6.324], [0.366, -0.008, -3.925], [0.997, 3.001, -0.454], [1.511, 3.747, 0.645], [2.914, 3.738, 0.582], [1.106, 3.050, 1.828], [1.011, 5.032, 0.648], [1.052, -2.672, -0.845], [0.382, -1.918, 0.660], [1.361, -2.645, 2.005], [-1.281, -2.586, 0.882], [-1.919, -3.361, -0.080], [-3.223, -3.793, 0.124], [-3.895, -3.452, 1.288], [-3.265, -2.671, 2.249], [-1.969, -2.231, 2.043], [0.501, -2.315, -1.714], [1.021, -3.761, -0.794], [2.087, -2.342, -0.947], [1.339, -3.734, 1.962], [0.967, -2.305, 2.961], [2.389, -2.287, 1.918], [-1.407, -3.630, -0.995], [-3.714, -4.395, -0.630], [-4.910, -3.791, 1.446], [-3.789, -2.397, 3.156], [-1.496, -1.588, 2.777], [-5.101, -0.019, -1.174], [-4.529, 1.182, 0.135], [-5.307, 0.785, 1.785], [-4.829, 2.948, -0.366], [-2.710, 0.934, 0.355], [-1.492, 0.785, 0.526], [-6.180, 0.054, -1.324], [-4.860, -1.043, -0.881], [-4.612, 0.183, -2.129], [-6.391, 0.908, 1.731], [-4.927, 1.444, 2.567], [-5.095, -0.246, 2.073], [-5.895, 3.133, -0.512], [-4.312, 3.181, -1.298], [-4.461, 3.633, 0.399]], "forces_ev_per_angstrom": [[-0.21, -0.02, -0.14], [0.00, -0.03, 0.01], [0.06, 0.04, -0.01], [-0.04, -0.06, 0.05], [-0.02, -0.01, -0.02], [0.04, 0.01, 0.00], [0.00, -0.01, 0.02], [-0.01, 0.00, 0.04], [0.00, 0.03, 0.02], [0.04, -0.11, -0.05], [-0.01, 0.00, 0.02], [-0.02, 0.02, 0.00], [0.00, 0.01, 0.01], [0.01, -0.01, -0.01], [0.00, 0.00, 0.01], [0.01, 0.00, 0.00], [-0.01, 0.02, -0.01], [0.00, 0.00, 0.00], [-0.01, 0.00, -0.01], [0.00, 0.02, 0.00], [-0.01, 0.00, 0.01], [0.00, 0.00, 0.00], [-0.01, 0.01, 0.00], [0.01, 0.01, 0.00], [0.00, 0.00, 0.00], [0.00, 0.00, 0.00], [0.00, 0.00, 0.00], [0.00, 0.00, 0.00], [0.00, 0.00, 0.00], [0.00, 0.02, 0.01], [-0.01, -0.04, 0.00], [0.02, -0.01, 0.00], [0.00, 0.01, 0.02], [-0.02, 0.01, 0.00], [-0.01, 0.03, 0.01], [0.01, -0.05, 0.02], [0.02, 0.02, 0.00], [-0.01, 0.03, 0.02], [0.02, 0.00, -0.01], [-0.02, 0.01, 0.00], [0.00, 0.00, 0.00], [0.01, -0.01, 0.00], [0.01, 0.01, 0.00], [0.00, 0.00, 0.00], [0.01, 0.00, 0.00], [0.00, -0.02, -0.01], [0.00, 0.00, 0.00], [-0.01, 0.00, 0.00], [0.00, -0.01, 0.00], [-0.01, -0.01, 0.00], [0.01, 0.00, 0.00], [0.00, 0.00, 0.00], [0.00, 0.00, 0.00], [0.00, 0.00, 0.00], [0.02, 0.00, -0.01], [-0.01, -0.03, 0.03], [-0.01, -0.02, 0.01], [-0.01, 0.00, -0.01], [-0.02, -0.04, -0.03], [0.18, 0.15, 0.04], [0.00, 0.00, 0.00], [-0.01, -0.01, 0.00], [0.00, 0.00, 0.00], [0.00, 0.01, 0.00], [0.00, 0.00, 0.01], [0.00, 0.01, -0.01], [0.00, 0.01, 0.00], [0.00, 0.00, 0.00], [0.00, 0.00, 0.00]]}